[1]
The following is a DFT calculation (ωB97M-V/def2-TZVPD) of C17H15NO2 in the gas phase.

Its energy above the lowest of the compared OMol25 structures with the same formula, charge and spin is 82.1 kJ/mol. Its SMILES is c1ccc(OCCOc2cccc3cccnc23)cc1.

```
! RIJCOSX wB97M-V def2-TZVPD def2/J DEFGRID3
* xyz 0 1
C -1.8239 -5.2294 -3.4068
C -1.0027 -5.0335 -2.3128
C -0.8131 -3.7666 -1.7838
C -1.4562 -2.6773 -2.3589
C -2.2858 -2.8765 -3.4630
C -2.4657 -4.1423 -3.9799
H -3.1100 -4.2829 -4.8351
H -2.7768 -2.0190 -3.8957
O -1.3470 -1.3859 -1.9275
C -0.5114 -1.1113 -0.8272
C -0.5671 0.3944 -0.5796
H -0.2336 0.9237 -1.4824
H -1.6021 0.6894 -0.3606
O 0.2811 0.6634 0.5107
C 0.4103 1.9404 0.9388
C -0.2281 3.0325 0.3986
C -0.0226 4.3171 0.9233
C 0.8139 4.5244 1.9819
C 1.4889 3.4334 2.5647
C 2.3693 3.5677 3.6588
C 2.9874 2.4583 4.1669
C 2.7189 1.2126 3.5728
N 1.9125 1.0484 2.5629
C 1.2938 2.1249 2.0471
H 3.1911 0.3138 3.9491
H 3.6668 2.5245 5.0029
H 2.5410 4.5496 4.0785
H 0.9704 5.5143 2.3844
H -0.5434 5.1479 0.4704
H -0.8990 2.9211 -0.4386
H -0.8539 -1.6375 0.0731
H 0.5261 -1.4035 -1.0340
H -0.1666 -3.6430 -0.9295
H -0.4980 -5.8733 -1.8581
H -1.9644 -6.2201 -3.8115
*
```

Löwdin atomic charge list, values in e, 5 entries: atom 1 (C): -0.106, atom 2 (C): -0.088, atom 3 (C): -0.026, atom 4 (C): -0.265, atom 5 (C): -0.013

[2]
The following is a DFT calculation (ωB97M-V/def2-TZVPD) of a molecular structure, C15H29N4O7Pd at a distorted geometry.

Its energy above the lowest of the compared OMol25 structures with the same formula, charge and spin is 19.9 kJ/mol.

```
! RIJCOSX wB97M-V def2-TZVPD def2/J DEFGRID3
* xyz 1 1
Pd -0.1420 1.3315 -0.4187
O -0.0257 -2.3558 3.7863
C 0.2834 -1.4960 2.8101
O 0.3655 -1.8213 1.6495
C 0.5199 -0.1183 3.3948
O 0.6756 0.8870 2.4457
C 2.0065 1.1449 2.0458
C 2.4629 0.2305 0.9133
O 3.5430 -0.3789 1.0594
O 1.7468 0.1688 -0.1335
H -0.1823 -3.2261 3.3912
H 1.3853 -0.2092 4.0636
H -0.3419 0.1272 4.0176
H 2.6939 1.0471 2.8883
H 2.0302 2.1696 1.6698
N 0.4446 -2.0497 -0.7887
C 1.1566 -2.2031 -1.8328
C 1.1550 -3.4433 -2.6722
C 2.0539 -4.5388 -2.0451
C 3.5486 -4.4070 -2.3596
N 4.0780 -3.0614 -2.2271
C 4.0669 -2.3658 -1.0869
N 3.7080 -2.9472 0.0496
N 4.3982 -1.0787 -1.0692
C -0.0145 -0.2109 -4.0308
O 0.8159 -0.5874 -4.7564
O -0.8022 0.1316 -3.2614
H 0.6032 -1.2025 -0.1958
H -0.3962 -2.5899 -0.6122
H 1.9366 -1.4518 -1.9210
H 1.5000 -3.1973 -3.6761
H 0.1368 -3.8288 -2.7564
H 1.7271 -5.5059 -2.4275
H 1.8771 -4.5705 -0.9689
H 3.7288 -4.6989 -3.3924
H 4.1228 -5.1001 -1.7404
H 4.3892 -2.5885 -3.0591
H 3.4754 -3.9221 0.0875
H 3.4897 -2.3189 0.8351
H 4.5221 -0.5631 -1.9237
H 4.1734 -0.5705 -0.2110
C -2.0337 3.4481 1.3685
C -2.1129 3.6589 -0.1421
C -3.5736 3.8056 -0.5873
C -1.3311 4.9326 -0.5295
C -1.4491 2.5662 -0.9140
H -2.4616 4.3013 1.9010
H -0.9965 3.3186 1.6798
H -2.5850 2.5513 1.6563
H -4.0555 4.6128 -0.0324
H -4.1352 2.8888 -0.3974
H -3.6397 4.0358 -1.6521
H -1.8031 5.7952 -0.0549
H -1.3360 5.0946 -1.6090
H -0.2970 4.8725 -0.1895
H -1.7450 2.6671 -1.9703
*
```

Löwdin atomic charge list, values in e, 5 entries: atom 1 (Pd): 0.568, atom 2 (O): 0.142, atom 3 (C): -0.446, atom 4 (O): 0.076, atom 5 (C): -0.106

[3]
The following is a DFT calculation (ωB97M-V/def2-TZVPD) of 14 unconnected molecules or ions with the total composition C42H95N11O14 at a distorted geometry.

```
! RIJCOSX wB97M-V def2-TZVPD def2/J DEFGRID3
* xyz 0 1
C -4.5783 -23.2895 11.0520
C -4.0563 -22.1497 10.3047
O -4.4163 -21.8874 9.1276
C -3.1125 -21.2316 10.9836
H -5.2377 -23.8828 10.3641
H -5.1679 -22.8816 11.8760
H -3.8786 -23.8779 11.6205
H -2.1557 -21.6419 11.1840
H -3.5131 -21.1405 12.0010
H -3.0169 -20.2478 10.5127
C -6.0378 -17.8493 17.8777
C -6.9407 -17.0116 16.9987
O -6.7914 -15.8509 16.8031
C -8.1173 -17.6643 16.4875
H -6.5477 -18.1013 18.8444
H -5.0672 -17.3909 18.0361
H -5.8868 -18.7635 17.3470
H -8.4845 -18.4021 17.2341
H -7.7572 -18.1902 15.6023
H -8.7886 -16.8849 16.1197
C -6.6711 -14.8810 9.6009
C -5.1060 -14.9738 9.5868
O -4.5658 -16.0106 9.8770
C -4.3535 -13.8282 9.0846
H -7.0883 -15.2913 10.5438
H -6.9518 -15.5516 8.7303
H -7.0779 -13.9073 9.4090
H -4.4326 -12.9208 9.7113
H -4.5973 -13.6343 8.0055
H -3.2884 -14.0268 9.0915
C -5.9029 -10.8111 18.0577
C -6.5128 -12.0230 17.4350
O -7.6498 -11.9674 16.9395
N -5.8088 -13.1503 17.5866
C -4.4034 -13.1974 17.9268
H -4.8840 -10.9839 18.3166
H -6.4853 -10.6889 19.0326
H -6.0141 -9.8832 17.4449
H -6.1072 -14.0459 17.1426
H -4.2371 -12.7491 18.9160
H -3.6797 -12.8308 17.2144
H -4.2324 -14.2701 18.0929
C -1.0953 -17.3044 18.7997
C -0.6545 -18.6827 18.9126
O 0.3057 -19.0796 19.5400
N -1.3726 -19.5809 18.2196
C -0.9767 -20.9417 18.0654
H -0.4932 -16.7440 19.5158
H -2.1927 -17.2764 18.9958
H -0.8691 -16.8847 17.7825
H -2.2766 -19.3091 17.8957
H -0.0966 -21.1261 18.6358
H -0.8736 -21.2208 17.0276
H -1.7923 -21.5920 18.4658
C -0.0756 -13.7891 10.6751
C -0.9914 -12.9682 11.5779
O -0.8376 -11.7858 11.7900
N -2.1465 -13.6264 12.0937
C -2.3292 -15.0664 12.3059
H -0.5976 -14.5825 10.1484
H 0.6817 -14.1799 11.3097
H 0.4434 -13.1270 9.9643
H -2.7239 -12.8740 12.5629
H -2.0632 -15.4587 13.2782
H -1.6573 -15.6238 11.6484
H -3.3536 -15.3461 12.0080
C 0.2772 -20.3769 12.5706
C -0.3825 -20.3293 13.9104
O -0.3450 -21.2523 14.7329
N -0.9976 -19.1694 14.2513
C -1.2997 -17.9741 13.3882
H 1.0426 -19.5730 12.3640
H -0.5025 -20.3176 11.7558
H 0.7730 -21.3275 12.4222
H -1.4501 -19.2927 15.1638
H -1.6505 -17.1081 14.0213
H -2.0853 -18.1475 12.6395
H -0.3929 -17.5833 12.8597
C -8.2151 -21.7562 13.2267
C -9.4614 -20.8429 13.4937
O -10.2868 -20.5026 12.6413
N -9.5194 -20.6043 14.8483
C -10.6873 -20.1348 15.5561
H -7.3285 -21.4910 13.7998
H -7.9565 -21.7405 12.1999
H -8.4810 -22.8229 13.4156
H -8.8432 -21.0151 15.4366
H -10.9002 -20.7390 16.4192
H -11.5495 -20.2478 14.9504
H -10.7349 -19.0621 15.8532
C -10.2453 -17.5739 12.7267
C -8.8759 -17.8245 12.1435
O -7.8363 -17.9121 12.8121
N -8.7515 -17.9466 10.8126
C -7.4780 -18.3932 10.2208
H -11.0995 -17.9254 12.1926
H -10.4620 -16.4749 12.7875
H -10.3837 -18.0760 13.7140
H -9.6438 -18.1304 10.3699
H -7.3997 -19.4687 9.9895
H -6.7143 -18.0142 10.8661
H -7.3389 -17.8362 9.3014
C -6.0845 -25.0413 14.7292
C -4.9424 -24.1020 14.4911
O -5.0603 -23.0068 14.0092
N -3.7159 -24.6976 14.8506
C -2.4220 -24.0296 14.7954
H -6.4776 -24.9329 15.7215
H -5.6614 -26.0282 14.5761
H -6.8627 -24.8698 14.0261
H -3.7282 -25.6548 15.1841
H -2.5515 -22.9593 14.6081
H -1.8816 -24.5018 13.9832
H -1.8876 -24.0898 15.7632
C -6.8077 -21.5407 18.7774
C -6.7126 -21.9219 17.3551
O -7.7633 -22.0103 16.6469
N -5.5031 -22.1451 16.8058
C -4.2383 -21.7450 17.3886
H -6.6243 -22.4419 19.3727
H -7.8868 -21.2594 18.9981
H -5.9803 -20.7708 18.9413
H -5.4573 -22.1957 15.8273
H -3.9334 -20.7000 17.1573
H -3.4233 -22.2863 16.9516
H -4.0666 -21.8360 18.4846
C -5.3381 -11.3942 14.3378
C -5.8612 -12.6316 13.6905
O -5.2459 -13.0932 12.7194
N -6.9153 -13.1942 14.2805
C -7.4809 -14.4327 13.8471
H -5.9835 -10.8228 15.0431
H -4.9119 -10.7414 13.5872
H -4.4864 -11.6606 14.9667
H -7.2153 -12.7287 15.1563
H -7.7781 -14.4131 12.7729
H -8.3677 -14.7311 14.4344
H -6.7378 -15.2205 14.0114
C 1.2638 -15.5308 15.1971
C 0.2341 -14.4039 15.2683
O -0.8420 -14.6178 15.7860
N 0.6321 -13.2635 14.6696
C 0.0662 -11.9686 14.7738
H 0.8206 -16.5208 15.0346
H 1.8800 -15.6459 16.0341
H 1.9575 -15.2296 14.4072
H 1.6214 -13.2625 14.4043
H -0.9937 -12.0311 14.9601
H 0.2056 -11.5920 13.7575
H 0.5709 -11.3310 15.5147
C -3.7814 -16.1434 15.5755
C -3.8573 -17.5859 15.4431
O -3.3864 -18.3597 16.2786
N -4.6018 -18.1472 14.4075
C -4.8561 -19.5569 14.2779
H -2.7044 -15.8763 15.7071
H -4.4350 -15.9483 16.4164
H -4.2614 -15.6137 14.6766
H -5.0430 -17.5264 13.7336
H -5.6060 -19.7978 14.9723
H -3.9360 -20.0444 14.5044
H -5.2585 -19.7224 13.2788
*
```

Löwdin atomic charge list, values in e, 5 entries: atom 1 (C): -0.026, atom 2 (C): -0.480, atom 3 (O): 0.027, atom 4 (C): -0.022, atom 5 (H): 0.114

[4]
The following is a DFT calculation (ωB97M-V/def2-TZVPD) of 7 unconnected molecules or ions with the total composition C5H25NO6 at a distorted geometry.

Its energy above the lowest of the compared OMol25 structures with the same formula, charge and spin is 399.1 kJ/mol. Its SMILES is CNCC(C)C.O.O.O.O.O.O.

```
! RIJCOSX wB97M-V def2-TZVPD def2/J DEFGRID3
* xyz 0 1
C -2.2125 -0.5740 -1.7470
N -1.3036 0.4062 -1.0209
C -1.2955 0.0446 0.4791
C -0.2550 1.0310 1.1420
C 1.0837 0.2670 1.5085
C -0.9337 1.5551 2.3726
H -1.7805 -1.5850 -1.7171
H -3.0514 -0.7312 -1.0416
H -2.2345 -0.1355 -2.8310
H -1.4001 1.4005 -1.1779
H -2.3265 0.0786 0.8344
H -0.7989 -0.9068 0.5584
H 0.1195 1.6861 0.2937
H 1.0398 -0.4540 2.2790
H 1.6001 -0.2913 0.6879
H 1.7455 0.9880 2.0123
H -1.8224 1.9559 2.1339
H -1.1037 0.8561 3.1405
H -0.3124 2.4604 2.8067
H 2.5245 3.1543 -0.4403
H 1.0015 3.2560 -1.0521
O 1.9806 2.7587 -1.1336
H 0.8587 -0.4564 -1.6459
H 1.3786 0.7996 -1.2722
O 1.6491 0.0115 -1.4924
H -0.1039 -2.4102 -1.5553
H 0.1940 -3.3077 -0.3632
O -0.2943 -3.2928 -1.1500
H -1.6600 -3.5946 0.5567
H -0.7055 -2.8956 1.4226
O -1.3260 -3.4951 1.3806
H -1.1058 3.5374 -0.6082
H -0.7404 4.5693 0.5049
O -0.3998 4.0650 -0.1863
H 2.6704 -1.6496 0.3393
H 3.1054 -2.9334 -0.4297
O 2.6044 -2.5695 0.2290
*
```

Löwdin atomic charge list, values in e, 5 entries: atom 1 (C): -0.095, atom 2 (N): -0.136, atom 3 (C): -0.155, atom 4 (C): -0.375, atom 5 (C): -0.065

[5]
The following is a DFT calculation (ωB97M-V/def2-TZVPD) of C4H11NO2 in the gas phase at a distorted geometry.

Its energy above the lowest of the compared OMol25 structures with the same formula, charge and spin is 132.6 kJ/mol. Its SMILES is C[C@H](O)[C@@H](N)CO.

```
! RIJCOSX wB97M-V def2-TZVPD def2/J DEFGRID3
* xyz 0 1
C 0.9726 -0.6959 1.2013
O 1.5823 -1.9731 1.1735
C 0.0812 -0.5143 -0.0573
C -0.9501 0.5657 0.1170
C -1.8640 0.7991 -1.0580
O -0.3304 1.7938 0.5650
N 0.8933 -0.2292 -1.2345
H 1.7693 0.0576 1.1315
H 0.3481 -0.5182 2.0835
H -0.5028 -1.4251 -0.2690
H -1.5975 0.2817 0.9699
H -2.5808 1.5949 -0.9049
H -2.3171 -0.1527 -1.3391
H -1.2830 1.0972 -1.9520
H 0.2518 1.6484 1.3074
H 1.4978 -0.9958 -1.5029
H 1.5393 0.5347 -1.0662
H 2.4899 -1.8687 0.8347
*
```

Löwdin atomic charge list, values in e, 5 entries: atom 1 (C): -0.228, atom 2 (O): -0.059, atom 3 (C): -0.354, atom 4 (C): -0.422, atom 5 (C): -0.047

[6]
The following is a DFT calculation (ωB97M-V/def2-TZVPD) of 8 unconnected molecules or ions with the total composition C33H64BrIN2O8SSi at a distorted geometry.

Its SMILES is C[Si@](Br)(I)CCSc1nnco1.C1CCOC1.C1CCOC1.C1CCOC1.C1CCOC1.C1CCOC1.C1CCOC1.C1CCOC1.

```
! RIJCOSX wB97M-V def2-TZVPD def2/J DEFGRID3
* xyz 0 1
C -4.8625 2.8924 4.1586
Si -3.7105 3.0462 2.6165
Br -1.4755 2.7545 3.1761
I -3.8817 5.4578 1.8940
C -4.2621 2.0139 1.0869
C -4.4728 0.4119 1.3670
S -2.9772 -0.4783 2.0593
C -3.2995 -0.4946 3.9401
N -4.6255 -1.0570 4.4042
N -4.5304 -0.8766 5.7936
C -3.1972 -0.2358 6.1993
O -2.3907 0.0258 4.9793
H -5.8207 3.5805 4.0346
H -4.3071 3.3119 5.1252
H -5.1254 1.7711 4.3872
H -3.4913 2.2412 0.2225
H -5.3205 2.4536 0.7527
H -5.3775 0.1751 2.1014
H -4.7636 -0.1013 0.3361
H -2.7934 0.0844 7.2507
C 3.5381 0.2377 3.0740
C 2.3671 -0.7046 3.1819
C 1.2882 0.1941 3.7457
O 1.5561 1.5184 3.2645
C 2.8657 1.5345 2.6796
H 4.2968 -0.0845 2.3564
H 4.0172 0.3481 4.0541
H 2.0786 -1.0534 2.1833
H 2.5629 -1.5798 3.8066
H 1.3258 0.2222 4.8399
H 0.2841 -0.1129 3.4389
H 2.7451 1.6041 1.5930
H 3.4140 2.4144 3.0270
C 3.3268 -5.1492 2.3289
C 2.0758 -5.6884 1.6848
C 1.4181 -4.4282 1.1661
O 2.4721 -3.5072 0.8530
C 3.6976 -4.0142 1.3995
H 4.1222 -5.8914 2.4336
H 3.0914 -4.7551 3.3247
H 2.3427 -6.3427 0.8465
H 1.4369 -6.2525 2.3689
H 0.7864 -3.9654 1.9317
H 0.8103 -4.6089 0.2748
H 4.3132 -4.3694 0.5658
H 4.2335 -3.2103 1.9114
C 8.0328 1.1102 -0.3638
C 8.7818 1.1732 0.9423
C 7.6643 1.3961 1.9379
O 6.4967 0.7577 1.4028
C 6.7561 0.4042 0.0371
H 8.5760 0.5908 -1.1573
H 7.8055 2.1252 -0.7106
H 9.2691 0.2105 1.1370
H 9.5445 1.9553 0.9747
H 7.4400 2.4619 2.0516
H 7.8921 0.9803 2.9237
H 6.8732 -0.6840 -0.0096
H 5.9044 0.6905 -0.5861
C 9.9848 -3.5400 -2.1484
C 8.8138 -4.4823 -2.0404
C 7.7349 -3.5836 -1.4766
O 8.0029 -2.2593 -1.9578
C 9.3124 -2.2433 -2.5428
H 10.7435 -3.8622 -2.8660
H 10.4639 -3.4296 -1.1683
H 8.5254 -4.8312 -3.0390
H 9.0096 -5.3575 -1.4158
H 7.7725 -3.5556 -0.3825
H 6.7309 -3.8907 -1.7835
H 9.1919 -2.1736 -3.6294
H 9.8607 -1.3633 -2.1954
C -8.8668 4.9024 -1.1050
C -9.4014 4.7577 0.2964
C -8.8433 3.4138 0.7113
O -7.5991 3.2478 0.0173
C -7.4998 4.2641 -0.9899
H -8.8260 5.9368 -1.4553
H -9.4900 4.3283 -1.8011
H -8.9873 5.5473 0.9345
H -10.4916 4.8045 0.3584
H -9.5067 2.5971 0.4078
H -8.6753 3.3446 1.7899
H -6.7497 4.9904 -0.6586
H -7.1635 3.8194 -1.9306
C 6.0548 -3.2316 -6.8766
C 6.4507 -4.6623 -6.6174
C 7.9559 -4.5587 -6.5027
O 8.2445 -3.2557 -5.9772
C 7.0458 -2.4695 -6.0245
H 5.0151 -3.0103 -6.6223
H 6.2084 -2.9900 -7.9351
H 6.0256 -4.9978 -5.6641
H 6.1290 -5.3561 -7.3983
H 8.4357 -4.6370 -7.4841
H 8.3798 -5.3231 -5.8451
H 6.6807 -2.3553 -4.9980
H 7.2707 -1.4781 -6.4272
C -14.7651 4.6733 -2.1062
C -14.3692 3.2427 -1.8470
C -12.8640 3.3463 -1.7323
O -12.5754 4.6492 -1.2067
C -13.7741 5.4355 -1.2540
H -15.8047 4.8947 -1.8519
H -14.6115 4.9150 -3.1646
H -14.7943 2.9072 -0.8936
H -14.6909 2.5489 -2.6278
H -12.3842 3.2680 -2.7136
H -12.4401 2.5819 -1.0746
H -14.1392 5.5496 -0.2275
H -13.5492 6.4269 -1.6567
*
```

Löwdin atomic charge list, values in e, 5 entries: atom 1 (C): -0.297, atom 2 (Si): -0.196, atom 3 (Br): 0.321, atom 4 (I): 0.372, atom 5 (C): -0.402

[7]
The following is a DFT calculation (ωB97M-V/def2-TZVPD) of a gas-phase ion, C3H3F3NO4S2 (charge -1) at a distorted geometry.

Its energy above the lowest of the compared OMol25 structures with the same formula, charge and spin is 40.3 kJ/mol. Its SMILES is C=COS12([O-])(C(F)(F)F)N=[S@@]1(=O)O2.

```
! RIJCOSX wB97M-V def2-TZVPD def2/J DEFGRID3
* xyz -1 1
C 2.9794 -0.1913 0.7579
C 2.0013 0.2793 -0.0048
C -1.1903 -1.3092 0.1294
N -0.6293 1.6024 -0.2873
O -2.5632 0.6325 -1.1509
O -2.7835 1.6352 1.0832
O -0.4321 0.0218 -2.3510
O 0.9054 -0.4477 -0.3611
F -2.4831 -1.4669 0.4736
F -0.5201 -1.2841 1.2609
F -0.8119 -2.3770 -0.5447
S -2.3677 1.9555 -0.2687
S -0.6923 0.2064 -0.9514
H 3.7368 0.4514 1.0586
H 2.8284 -1.0938 1.2816
H 2.0224 1.3854 -0.1252
*
```

Löwdin atomic charge list, values in e, 5 entries: atom 1 (C): -0.012, atom 2 (C): -0.286, atom 3 (C): -0.659, atom 4 (N): -0.396, atom 5 (O): -0.568

| no. | calculated total energy (Eh) | orbital gap (Ha) | LUMO (eV) |
| --- | --- | --- | --- |
| 1 | -862.0301 | 0.3191 | 0.424 |
| 2 | -1462.3044 | 0.1865 | -3.590 |
| 3 | -3313.1215 | 0.3422 | 0.369 |
| 4 | -711.5494 | 0.3397 | 0.049 |
| 5 | -364.2177 | 0.3662 | 0.646 |
| 6 | -5566.3979 | 0.3175 | -0.148 |
| 7 | -1567.7402 | 0.3276 | 3.482 |